# 1
{
  "formula": "C20H42CsFN2O3P2",
  "method": "the ωB97M-V functional and the def2-TZVPD basis",
  "e_tot_ev": -52376.6670,
  "total_charge": 0,
  "lumo_ha": -0.106,
  "homo_lumo_gap_ev": 2.59,
  "symbols": ["C", "C", "C", "F", "N", "C", "C", "C", "C", "C", "C", "C", "C", "C", "C", "O", "C", "C", "P", "N", "C", "O", "O", "P", "C", "C", "C", "C", "H", "H", "H", "H", "H", "H", "H", "H", "H", "H", "H", "H", "H", "H", "H", "H", "H", "H", "H", "H", "H", "H", "H", "H", "H", "H", "H", "H", "H", "H", "H", "H", "H", "H", "H", "H", "H", "H", "H", "H", "H", "H", "Cs"],
  "coordinates": [[-3.488, -4.382, 0.044], [-2.137, -3.874, 0.608], [-0.966, -4.037, -0.372], [0.103, -4.592, 0.375], [-0.433, -2.850, -0.963], [0.089, -1.904, 0.008], [1.628, -1.760, -0.079], [2.063, -0.360, 0.334], [1.888, -0.110, 1.842], [1.414, 1.327, 2.157], [2.304, 2.092, 3.136], [1.498, 3.227, 3.824], [2.082, 4.630, 3.553], [1.776, 5.574, 4.735], [1.240, 6.935, 4.322], [1.767, 7.343, 3.037], [1.086, 8.502, 2.666], [-1.240, -2.283, -2.033], [-0.235, -0.965, -2.892], [1.070, -1.552, -3.577], [-2.542, -1.531, -1.599], [-3.632, -2.068, -1.916], [-2.409, -0.420, -1.014], [-1.678, -3.530, -3.378], [-1.895, -2.686, -4.999], [-3.217, -1.920, -5.088], [-0.181, -4.606, -3.598], [-0.550, -5.881, -4.366], [-3.861, -5.255, 0.567], [-3.353, -4.592, -1.014], [-4.193, -3.560, 0.060], [-1.907, -4.496, 1.472], [-2.203, -2.864, 0.997], [-1.234, -4.803, -1.092], [-0.100, -2.250, 1.020], [-0.366, -0.918, -0.060], [2.023, -2.088, -1.034], [2.045, -2.453, 0.656], [3.079, -0.127, 0.023], [1.396, 0.338, -0.180], [2.867, -0.237, 2.303], [1.182, -0.813, 2.267], [1.274, 1.894, 1.240], [0.447, 1.243, 2.649], [3.139, 2.551, 2.607], [2.718, 1.436, 3.896], [1.414, 3.035, 4.888], [0.516, 3.219, 3.359], [1.682, 5.007, 2.619], [3.158, 4.527, 3.447], [2.639, 5.676, 5.385], [1.009, 5.103, 5.343], [0.148, 6.922, 4.306], [1.562, 7.687, 5.052], [0.561, 8.942, 3.540], [0.295, 8.286, 1.901], [1.758, 9.286, 2.273], [0.050, 0.079, -1.990], [-1.126, -0.403, -3.826], [1.875, -1.066, -3.201], [-1.048, -2.074, -5.313], [-1.963, -3.490, -5.730], [-3.184, -0.963, -4.580], [-3.427, -1.767, -6.147], [-4.040, -2.507, -4.698], [0.524, -4.042, -4.210], [0.320, -4.801, -2.659], [-0.762, -6.689, -3.669], [0.304, -6.222, -4.947], [-1.402, -5.741, -5.023], [0.780, 10.672, 2.731]],
  "forces_ev_per_a": [[0.627, 0.883, -0.299], [-0.299, -0.830, 0.310], [-0.143, -0.036, 1.129], [0.168, -0.087, -0.090], [-0.388, -0.205, -0.430], [0.998, 0.157, 0.249], [0.212, -0.278, 0.719], [-0.678, -0.040, -0.106], [0.476, 0.847, -0.584], [0.107, -0.727, 0.702], [-0.475, 0.645, -0.035], [0.617, 0.081, -1.030], [-0.080, -0.580, 0.970], [-0.187, -0.019, -0.531], [0.663, -0.395, 0.355], [-0.823, 0.539, 0.125], [1.646, -7.480, 0.132], [0.435, 1.480, -0.995], [0.831, -0.922, 0.059], [-0.156, 0.428, 0.052], [-1.879, 0.209, 0.029], [0.889, 0.228, 0.091], [0.725, -0.504, -0.221], [-0.891, -1.608, 0.965], [0.112, 0.349, 0.134], [0.158, -0.210, -0.511], [0.194, 0.964, -1.255], [0.350, -0.154, 0.671], [-0.058, -0.104, 0.094], [-0.222, -0.237, -0.145], [-0.384, -0.108, 0.084], [0.231, -0.020, 0.096], [-0.063, 0.274, -0.234], [0.038, 0.206, -0.446], [-0.396, -0.145, 0.062], [-0.365, -0.065, -0.251], [-0.196, 0.215, -0.313], [0.167, -0.210, -0.093], [0.157, -0.014, -0.026], [0.121, 0.134, -0.209], [-0.018, -0.354, 0.283], [0.034, -0.222, 0.092], [-0.040, 0.155, -0.063], [-0.272, 0.057, -0.195], [0.230, -0.162, -0.063], [0.042, -0.213, 0.005], [-0.099, 0.017, 0.178], [-0.382, -0.050, 0.416], [0.037, 0.093, -0.136], [0.165, 0.224, -0.134], [0.218, 0.092, -0.045], [-0.159, 0.055, 0.161], [-0.118, -0.033, -0.294], [-0.141, 0.121, 0.081], [0.645, -3.343, 0.174], [0.388, 0.231, 0.211], [2.044, -5.786, -0.637], [-0.345, 0.042, -0.078], [-0.266, 0.066, 0.410], [0.206, -0.104, -0.147], [0.115, 0.066, 0.015], [0.174, -0.337, 0.112], [-0.110, 0.082, 0.138], [-0.049, 0.319, -0.092], [-0.046, -0.017, 0.329], [0.240, 0.099, 0.173], [-0.033, -0.027, 0.236], [-0.359, -0.097, 0.004], [0.047, 0.010, -0.240], [-0.128, -0.036, -0.126], [-4.261, 16.391, 0.006]]
}


# 2
{
  "formula": "C41H31F3GeIN3OY",
  "method": "the ωB97M-V functional and the def2-TZVPD basis",
  "multiplicity": 2,
  "e_tot_ev": -123350.0506,
  "total_charge": 0,
  "lumo_ha": [0.007, -0.109],
  "homo_lumo_gap_ev": [7.90, 4.76],
  "symbols": ["Y", "O", "C", "N", "C", "C", "C", "C", "C", "C", "N", "C", "C", "C", "C", "C", "N", "H", "H", "H", "H", "H", "H", "H", "H", "H", "H", "I", "C", "C", "C", "C", "C", "C", "C", "C", "C", "C", "H", "H", "H", "H", "H", "H", "C", "C", "C", "C", "C", "C", "Ge", "C", "C", "C", "C", "C", "C", "C", "C", "C", "C", "C", "C", "H", "H", "H", "H", "H", "H", "H", "H", "H", "H", "H", "H", "H", "H", "H", "F", "C", "F", "F"],
  "coordinates": [[-0.486, 1.262, -0.446], [1.211, 4.409, 2.092], [0.625, 3.416, 1.654], [0.791, 2.865, 0.451], [1.740, 3.593, -0.371], [2.576, 2.734, -1.273], [3.823, 3.214, -1.670], [4.584, 2.471, -2.547], [4.065, 1.274, -3.023], [2.821, 0.875, -2.575], [2.093, 1.571, -1.705], [-0.418, 2.761, 2.524], [-0.760, 3.423, 3.700], [-1.741, 2.896, 4.514], [-2.349, 1.712, 4.121], [-1.943, 1.120, 2.938], [-1.007, 1.625, 2.138], [1.188, 4.295, -1.021], [2.397, 4.193, 0.277], [4.174, 4.161, -1.288], [5.558, 2.822, -2.858], [4.615, 0.672, -3.728], [2.386, -0.048, -2.932], [-0.239, 4.340, 3.928], [-2.029, 3.397, 5.427], [-3.125, 1.260, 4.719], [-2.408, 0.198, 2.611], [-2.552, 3.684, -0.155], [-4.165, 2.249, -0.199], [-5.412, 2.817, -0.183], [-6.553, 2.009, -0.184], [-6.412, 0.652, -0.197], [-5.138, 0.052, -0.229], [-5.035, -1.354, -0.254], [-3.817, -1.961, -0.289], [-2.652, -1.175, -0.319], [-2.675, 0.202, -0.295], [-3.944, 0.851, -0.238], [-5.509, 3.891, -0.172], [-7.527, 2.472, -0.176], [-7.277, 0.006, -0.183], [-5.944, -1.939, -0.249], [-3.724, -3.038, -0.298], [-1.717, -1.721, -0.374], [5.780, -1.515, -0.909], [5.349, -0.600, 0.038], [3.996, -0.435, 0.275], [3.055, -1.189, -0.414], [3.499, -2.084, -1.381], [4.850, -2.247, -1.628], [1.099, -1.034, -0.034], [0.906, -1.921, 1.754], [-0.327, -1.968, 2.395], [-0.474, -2.609, 3.612], [0.615, -3.235, 4.196], [1.850, -3.190, 3.571], [1.998, -2.520, 2.370], [0.291, -2.339, -1.353], [-0.009, -1.881, -2.632], [-0.633, -2.698, -3.555], [-0.965, -3.997, -3.210], [-0.655, -4.476, -1.947], [-0.039, -3.649, -1.021], [6.837, -1.648, -1.094], [6.072, -0.009, 0.583], [3.664, 0.298, 0.999], [2.773, -2.651, -1.949], [5.176, -2.941, -2.391], [-1.186, -1.502, 1.930], [-1.438, -2.624, 4.102], [0.498, -3.752, 5.137], [2.702, -3.680, 4.020], [2.969, -2.467, 1.895], [0.249, -0.867, -2.909], [-0.867, -2.317, -4.539], [-1.469, -4.633, -3.922], [-0.894, -5.496, -1.679], [0.180, -4.018, -0.027], [-0.495, 3.081, -2.626], [-0.759, 1.697, -2.624], [-2.127, 1.644, -2.913], [-0.162, 1.263, -3.778]],
  "forces_ev_per_a": [[-0.477, 0.664, 1.716], [-0.166, -0.154, 0.062], [0.160, 0.394, 0.341], [0.467, -0.067, -0.098], [0.056, 0.366, 0.090], [0.096, 0.245, 0.165], [-0.046, -0.150, -0.072], [-0.130, -0.031, 0.033], [-0.050, 0.066, 0.007], [0.116, -0.126, -0.307], [-0.492, 0.077, 0.379], [-0.103, 0.237, 0.572], [0.131, -0.062, -0.123], [-0.019, -0.143, -0.166], [0.111, 0.098, 0.036], [-0.303, -0.306, -0.004], [0.413, 0.228, -0.167], [0.201, -0.027, 0.111], [-0.197, -0.130, -0.296], [0.017, 0.057, 0.062], [0.061, -0.013, -0.049], [-0.001, -0.124, -0.046], [0.003, -0.026, -0.038], [0.023, 0.027, 0.009], [-0.038, 0.015, 0.061], [-0.052, -0.089, -0.017], [-0.037, 0.042, -0.104], [-0.710, -0.739, -0.048], [0.084, 0.635, 0.017], [0.514, 0.153, 0.004], [-0.096, -0.263, -0.006], [-0.130, 0.135, 0.003], [0.204, 0.432, 0.008], [0.153, -0.305, 0.006], [-0.217, -0.144, -0.001], [-0.183, 0.276, 0.082], [0.733, 0.512, 0.232], [-0.439, -0.657, 0.020], [-0.066, 0.095, 0.016], [-0.148, 0.022, 0.018], [-0.148, -0.049, -0.027], [-0.131, -0.058, 0.020], [-0.109, -0.121, -0.033], [-0.067, 0.088, 0.026], [0.058, 0.008, -0.070], [0.109, 0.073, 0.058], [-0.137, 0.137, 0.162], [-0.577, 0.366, 0.090], [-0.335, -0.125, -0.049], [0.123, -0.081, -0.068], [2.042, -3.588, 0.444], [-0.214, 0.718, -0.386], [-0.260, 0.155, -0.167], [-0.118, -0.061, 0.035], [-0.017, -0.011, 0.061], [0.049, -0.122, 0.101], [0.313, 0.105, -0.274], [-0.048, 0.812, -0.014], [0.224, 0.237, 0.107], [-0.043, -0.080, -0.153], [-0.022, 0.042, -0.067], [0.057, -0.077, 0.057], [0.147, 0.098, 0.459], [0.051, 0.009, -0.023], [0.019, 0.039, 0.058], [0.035, 0.078, 0.118], [0.040, -0.086, -0.052], [0.020, -0.061, -0.003], [-0.053, -0.009, 0.029], [-0.042, -0.022, -0.007], [0.024, -0.022, 0.069], [0.070, -0.007, 0.036], [0.069, -0.066, 0.041], [-0.093, 0.087, -0.140], [-0.030, 0.040, -0.059], [-0.028, -0.078, -0.064], [-0.017, -0.005, 0.027], [-0.032, -0.072, 0.053], [0.163, -0.133, -0.009], [-1.075, 0.577, -2.882], [0.554, 0.091, -0.126], [-0.015, -0.048, 0.111]]
}


> Number 1 is which compound?

C20H42CsFN2O3P2